Record 1
This record from the OMol25 dataset describes one molecule with the formula C19H20Cl2N2O3. The level of theory is the ωB97M-V functional and the def2-TZVPD basis.

The HOMO energy comes out at -7.48 eV. Its energy above the lowest of the compared OMol25 structures with the same formula, charge and spin is 0.353 eV. The structure (SMILES) is COc1ccc(N2CCN(C(=O)COc3ccc(Cl)cc3Cl)CC2)cc1. For the HOMO-LUMO gap, the calculation gives 8.003 eV.

Structure (ORCA input):
```
! wB97M-V def2-TZVPD RIJCOSX def2/J DEFGRID3
* xyz 0 1
C -5.548 -1.216 3.468
O -5.605 -0.334 2.377
C -4.432 0.186 1.902
C -3.170 -0.090 2.405
C -2.045 0.490 1.839
C -2.142 1.370 0.764
N -1.044 2.016 0.206
C 0.264 1.908 0.794
C 1.017 0.663 0.281
N 0.690 0.471 -1.117
C 0.586 -0.709 -1.754
O 0.219 -0.807 -2.911
C 0.965 -1.966 -0.961
O 2.145 -1.858 -0.197
C 3.319 -1.627 -0.838
C 3.492 -1.566 -2.216
C 4.743 -1.330 -2.761
C 5.836 -1.151 -1.932
Cl 7.395 -0.856 -2.608
C 5.691 -1.199 -0.553
C 4.440 -1.432 -0.019
Cl 4.230 -1.481 1.692
C 0.317 1.684 -1.816
C -0.997 2.229 -1.230
C -3.425 1.654 0.278
C -4.542 1.070 0.829
H -5.114 -0.736 4.353
H -6.580 -1.491 3.681
H -4.976 -2.119 3.229
H -3.035 -0.764 3.236
H -1.087 0.233 2.263
H 0.819 2.814 0.531
H 0.183 1.879 1.880
H 0.716 -0.217 0.851
H 2.098 0.801 0.407
H 1.025 -2.798 -1.674
H 0.172 -2.189 -0.239
H 2.653 -1.696 -2.880
H 4.862 -1.286 -3.832
H 6.539 -1.054 0.097
H 0.187 1.437 -2.870
H 1.129 2.410 -1.717
H -1.080 3.300 -1.462
H -1.834 1.706 -1.696
H -3.550 2.359 -0.528
H -5.525 1.294 0.447
*
```

These are the Mulliken partial charges, in e, on atoms 1 to 5: C -0.82; O -0.47; C 0.75; C -0.81; C -0.58

***

Record 2
This record from the OMol25 dataset describes one molecule with the formula C19H20Cl2N2O3S at a distorted geometry. The level of theory is the ωB97M-V functional and the def2-TZVPD basis.

The HOMO energy comes out at -9.33 eV. Its energy above the lowest of the compared OMol25 structures with the same formula, charge and spin is 6.365 eV. The structure (SMILES) is C#CCN1C[C@H](C=C)[C@H]2CCC[C@@H](C1=O)N2S(=O)(=O)c1cc(Cl)cc(Cl)c1. For the HOMO-LUMO gap, the calculation gives 9.194 eV.

Structure (ORCA input):
```
! wB97M-V def2-TZVPD RIJCOSX def2/J DEFGRID3
* xyz 0 1
C -2.200 -0.553 3.826
C -1.749 0.260 3.103
C -1.387 1.515 2.425
N -0.854 1.172 1.152
C -1.679 0.403 0.222
C -1.878 0.916 -1.213
C -3.111 0.423 -1.834
C -4.323 1.013 -1.704
C -0.567 0.327 -1.976
C -0.069 1.376 -2.955
C 0.751 2.520 -2.296
C 1.870 1.895 -1.414
C 1.269 0.977 -0.287
C 0.404 1.717 0.784
O 0.863 2.620 1.405
N 0.498 -0.091 -0.961
S 1.326 -1.600 -1.313
O 0.552 -2.618 -2.060
O 2.565 -1.219 -1.978
C 1.732 -2.445 0.316
C 0.902 -2.181 1.501
C 1.391 -2.459 2.771
Cl 0.524 -1.975 4.286
C 2.560 -3.100 2.883
C 3.376 -3.401 1.779
Cl 4.951 -4.082 2.058
C 3.040 -3.006 0.482
H -2.728 -1.321 4.353
H -0.717 2.126 3.042
H -2.113 2.267 2.258
H -1.381 -0.676 0.181
H -2.697 0.450 0.616
H -1.917 2.008 -1.135
H -3.084 -0.579 -2.469
H -5.247 0.681 -2.269
H -4.568 1.922 -1.152
H -0.916 -0.588 -2.474
H -0.894 1.755 -3.591
H 0.632 0.762 -3.713
H 0.126 3.213 -1.728
H 1.229 3.216 -3.070
H 2.454 2.762 -0.956
H 2.524 1.279 -2.059
H 2.178 0.598 0.246
H -0.123 -1.757 1.453
H 2.854 -3.377 3.897
H 3.633 -3.145 -0.436
*
```

These are the Mulliken partial charges, in e, on atoms 1 to 5: C -0.17; C -0.16; C -1.00; N 0.29; C -0.86

***

Record 3
This record from the OMol25 dataset describes C19H20Cl2NO2SbSe4Tc as an isolated structure at a distorted geometry. The level of theory is the ωB97M-V functional and the def2-TZVPD basis.

The HOMO energy (spin up / spin down) comes out at -10.36 / -10.36 eV. For the HOMO-LUMO gap (spin up / spin down), the calculation gives 5.053 / 5.053 eV.

Structure (ORCA input):
```
! wB97M-V def2-TZVPD RIJCOSX def2/J DEFGRID3
* xyz 1 1
Tc -1.099 -0.240 -2.205
Se -4.861 -0.875 -3.541
Sb -3.846 1.214 -4.531
Se -2.905 -1.728 -2.490
Se -1.655 1.817 -3.595
Se -5.144 2.479 -5.924
C 2.088 0.787 -4.457
C 1.837 -0.212 -3.268
C 2.658 -1.499 -3.396
C 2.170 0.496 -1.926
C 0.319 -0.618 -3.250
H 3.167 1.040 -4.496
H 1.434 1.665 -4.533
H 1.956 0.271 -5.413
H 3.716 -1.325 -3.282
H 2.482 -2.065 -4.295
H 2.327 -2.167 -2.549
H 3.137 0.911 -1.996
H 2.015 -0.165 -1.098
H 1.561 1.388 -1.785
H -0.254 -1.290 -3.912
Cl -1.967 2.898 1.665
C -2.254 1.683 2.836
C -3.561 1.370 3.186
C -3.689 0.361 4.150
C -2.589 -0.223 4.838
C -1.331 0.110 4.490
Cl -0.007 -0.631 5.311
C -1.147 1.103 3.387
N 0.078 1.414 2.822
C 0.965 0.488 2.343
C 2.334 0.798 2.205
C 3.277 -0.106 1.967
C 2.964 -1.382 1.632
C 1.603 -1.761 1.697
C 0.601 -0.784 1.876
C -0.898 -1.023 1.608
C -0.956 -0.839 0.193
O -0.820 -1.797 -0.691
O -1.117 0.363 -0.276
H -4.449 1.779 2.826
H -4.638 0.100 4.538
H -2.825 -0.900 5.604
H 0.121 2.335 2.425
H 2.638 1.812 2.589
H 4.360 0.208 2.045
H 3.748 -2.105 1.403
H 1.247 -2.763 1.432
H -1.575 -0.359 2.035
H -1.218 -2.031 1.806
*
```

These are the Mulliken partial charges, in e, on atoms 1 to 5: Tc 0.41; Se -0.24; Sb 0.68; Se 0.13; Se -0.12

***

Record 4
This record from the OMol25 dataset describes one molecule with the formula C19H20Cl3N3O2S. The level of theory is the ωB97M-V functional and the def2-TZVPD basis.

The HOMO energy comes out at -8.51 eV. The structure (SMILES) is Cc1ccc(C)c(NC(=S)N[C@H](NC(=O)OCc2ccccc2)C(Cl)(Cl)Cl)c1. For the HOMO-LUMO gap, the calculation gives 9.006 eV.

Structure (ORCA input):
```
! wB97M-V def2-TZVPD RIJCOSX def2/J DEFGRID3
* xyz 0 1
C -3.805 2.257 3.648
C -4.161 1.835 2.256
C -5.389 1.247 1.981
C -5.713 0.854 0.695
C -4.822 1.014 -0.356
C -5.162 0.574 -1.746
C -3.581 1.595 -0.079
N -2.663 1.777 -1.133
C -1.373 1.381 -1.195
S -0.538 1.700 -2.590
N -0.859 0.803 -0.071
C 0.238 -0.127 -0.014
N 1.337 0.214 -0.841
C 2.603 0.220 -0.335
O 2.877 -0.068 0.802
O 3.479 0.575 -1.283
C 4.851 0.447 -0.910
C 5.241 -0.992 -0.687
C 4.700 -1.988 -1.489
C 5.037 -3.313 -1.280
C 5.924 -3.653 -0.273
C 6.471 -2.662 0.525
C 6.127 -1.338 0.323
C -0.267 -1.573 -0.341
Cl 1.082 -2.713 -0.206
Cl -0.961 -1.665 -1.964
Cl -1.531 -2.013 0.835
C -3.265 2.011 1.211
H -3.000 2.987 3.640
H -3.475 1.392 4.225
H -4.667 2.685 4.153
H -6.101 1.103 2.780
H -6.676 0.405 0.503
H -5.284 1.435 -2.405
H -6.090 0.010 -1.750
H -4.371 -0.054 -2.155
H -3.028 2.134 -2.006
H -1.554 0.624 0.648
H 0.612 -0.161 1.024
H 1.134 0.600 -1.765
H 5.041 1.033 -0.004
H 5.404 0.879 -1.749
H 4.006 -1.721 -2.273
H 4.604 -4.082 -1.903
H 6.186 -4.688 -0.108
H 7.160 -2.923 1.314
H 6.543 -0.568 0.956
H -2.323 2.509 1.392
*
```

These are the Mulliken partial charges, in e, on atoms 1 to 5: C -1.52; C 0.96; C -0.76; C -0.84; C 0.64

***

Which energy belongs to each record? In order, -54194.8368; -65025.1383; -320771.5098; -76997.2038 eV.